1.
Here is C22H67F3FeN15O13 as an isolated structure at a distorted geometry from the Open Molecules 2025 dataset. Energies are from wB97M-V/def2-TZVPD.

Calculated values
* calculated total energy: -115400.470 eV
* LUMO level (spin up / spin down): -2.40 / -6.80 eV
* 2S+1: 7
* total charge: +1
* ⟨S²⟩: 12.013

The geometry in XYZ format:
```
121
Properties=species:S:1:pos:R:3:mulliken_spin:R:1
Fe 5.439 -23.571 8.499 5.429
C 4.968 -20.479 9.609 -0.090
O 4.773 -21.250 10.853 0.111
O 5.207 -21.424 8.615 0.496
C 3.876 -19.294 9.438 0.062
F 2.923 -19.611 8.561 -0.001
F 3.207 -19.024 10.527 0.009
F 4.465 -18.102 9.226 0.003
C 5.476 -20.745 11.982 0.056
C 4.808 -21.168 13.246 0.001
H 4.763 -22.257 13.291 0.002
H 5.515 -20.936 14.042 0.000
H 3.807 -20.766 13.399 0.000
H 5.599 -19.665 12.064 -0.002
H 6.457 -21.219 12.011 -0.006
H 5.921 -19.978 9.777 0.027
C 2.262 -14.959 9.825 0.000
C 0.868 -15.583 9.607 0.000
C -0.106 -14.662 8.818 0.000
O 0.649 -14.216 7.659 0.000
C -0.011 -13.139 7.050 0.000
N 0.924 -16.706 8.721 0.000
H 2.828 -15.700 10.389 0.000
H 2.251 -14.037 10.407 0.000
H 2.775 -14.871 8.867 0.000
H 0.471 -15.933 10.559 0.000
H -0.338 -13.780 9.415 0.000
H -1.021 -15.164 8.503 0.000
H -1.084 -13.123 7.243 0.000
H 0.254 -13.269 6.000 0.000
H 0.418 -12.183 7.349 0.000
H 0.707 -16.287 7.828 0.000
H 1.846 -17.098 8.596 0.001
C 2.439 -14.133 3.876 0.000
C 3.268 -14.913 5.010 0.000
C 3.578 -16.371 4.686 0.000
O 4.039 -17.201 5.776 0.001
C 4.264 -18.533 5.387 -0.007
N 4.459 -14.151 5.018 0.000
H 2.150 -13.156 4.265 0.000
H 1.553 -14.714 3.620 0.000
H 3.002 -14.027 2.949 0.000
H 2.694 -14.813 5.931 0.000
H 4.418 -16.468 3.999 0.000
H 2.712 -16.870 4.250 0.000
H 4.289 -19.205 6.245 0.002
H 5.216 -18.696 4.881 0.000
H 3.475 -18.995 4.794 -0.001
H 4.960 -14.190 4.142 0.000
H 5.125 -14.622 5.613 0.000
C 8.417 -16.996 9.045 0.001
C 7.387 -16.193 8.234 -0.001
C 8.018 -14.982 7.514 0.000
O 6.961 -14.239 6.950 0.000
C 7.476 -13.113 6.239 0.000
N 6.663 -17.173 7.370 0.000
H 9.186 -17.249 8.315 0.000
H 8.074 -18.016 9.217 0.000
H 8.836 -16.479 9.909 0.000
H 6.583 -15.737 8.811 0.000
H 8.643 -15.319 6.687 0.000
H 8.648 -14.455 8.232 0.000
H 6.770 -13.012 5.415 0.000
H 8.481 -13.313 5.867 0.000
H 7.474 -12.216 6.859 0.000
H 5.934 -16.763 6.804 0.000
H 6.131 -17.805 7.951 0.003
O 4.077 -24.051 9.862 -0.120
H 3.248 -23.602 10.025 0.014
H 4.109 -24.743 10.523 0.003
O 5.179 -18.344 14.586 0.000
H 4.677 -18.111 13.804 0.000
H 4.520 -18.445 15.273 0.000
C 1.607 -22.421 11.768 -0.001
O 1.714 -23.012 10.697 -0.004
N 1.555 -23.045 12.891 0.001
N 1.472 -21.136 11.875 0.000
H 1.473 -22.440 13.695 0.000
H 1.420 -24.024 13.099 0.000
H 1.367 -20.564 11.050 -0.001
H 1.385 -20.655 12.759 0.000
C 5.301 -16.121 12.228 0.000
O 4.182 -16.550 12.435 0.000
N 6.025 -16.622 11.287 -0.004
N 5.886 -15.236 12.963 0.000
H 7.016 -16.432 11.327 0.000
H 5.705 -17.477 10.856 0.002
H 6.596 -14.632 12.575 0.000
H 5.333 -14.933 13.753 0.000
C 9.133 -20.784 10.299 0.009
O 8.448 -21.721 10.076 0.005
N 9.583 -20.415 11.495 -0.001
N 9.575 -20.039 9.336 -0.001
H 9.365 -21.070 12.232 0.000
H 10.155 -19.583 11.505 0.001
H 10.091 -19.191 9.519 0.000
H 9.450 -20.279 8.362 -0.001
C 8.081 -22.968 14.471 0.000
O 8.812 -22.558 13.621 0.001
N 7.015 -23.679 14.298 0.000
N 8.374 -22.978 15.765 0.000
H 6.517 -23.748 13.422 0.001
H 6.581 -23.960 15.166 0.000
H 7.731 -23.424 16.404 0.000
H 9.183 -22.534 16.177 0.000
C -1.093 -18.427 11.140 0.000
O -1.895 -18.832 11.888 0.000
N -1.506 -18.138 9.947 0.000
N 0.148 -18.289 11.366 0.000
H -2.483 -18.268 9.726 0.000
H -0.947 -17.611 9.292 0.000
H 0.731 -17.959 10.610 0.000
H 0.445 -18.542 12.298 0.000
C 8.838 -18.282 13.904 0.000
O 9.907 -18.827 13.618 0.000
N 8.041 -18.969 14.670 0.000
N 8.446 -17.051 13.708 0.000
H 8.239 -19.946 14.830 0.000
H 7.104 -18.638 14.848 0.000
H 7.504 -16.689 13.738 0.000
H 9.085 -16.503 13.150 0.000
```

2.
Here is an isolated ion of composition C8H15N2O2S and charge +1 at a distorted geometry from the Open Molecules 2025 dataset. Energies are from wB97M-V/def2-TZVPD.

Calculated values
* calculated total energy: -26439.017 eV
* LUMO level: -4.55 eV
* 2S+1: 1
* total charge: +1
* relative energy (zero: lowest compared OMol25 entry of this formula, charge and spin): 2.4883 eV

The geometry in XYZ format:
```
28
Properties=species:S:1:pos:R:3:nbo_charge:R:1
C 1.640 0.552 0.440 -0.020
C 0.504 -0.215 0.177 0.152
C -0.554 -0.424 1.184 0.440
C -2.671 -0.847 0.081 0.416
C 2.774 0.644 -0.371 -0.711
C -0.419 -0.196 2.618 -0.686
C 0.491 -2.129 -1.357 -0.280
C -1.565 2.706 -0.749 -0.265
N -1.645 -1.018 0.770 -0.498
N -3.371 -1.808 -0.377 -0.742
O 0.352 -0.645 -1.079 -0.552
O -2.491 2.059 0.221 -0.681
S -3.519 0.940 -0.222 0.553
H 1.628 1.073 1.443 0.210
H 3.536 -0.088 -0.115 0.271
H 2.426 0.428 -1.327 0.248
H 3.378 1.571 -0.227 0.256
H 0.458 -0.600 2.981 0.254
H -0.426 0.855 2.781 0.265
H -1.346 -0.561 3.094 0.259
H 1.666 -2.270 -1.330 0.217
H 0.131 -2.237 -2.455 0.232
H -0.182 -2.590 -0.506 0.197
H -0.491 2.401 -0.643 0.208
H -1.458 3.756 -0.208 0.217
H -2.106 2.700 -1.661 0.213
H -2.944 -2.656 -0.460 0.414
H -4.182 -1.521 -0.875 0.418
```

3.
Here is C37H60LuNO3S9 as an isolated structure at a distorted geometry from the Open Molecules 2025 dataset. Energies are from wB97M-V/def2-TZVPD.

Calculated values
* calculated total energy: -178106.646 eV
* LUMO level: -4.09 eV
* 2S+1: 1
* total charge: +2

The geometry in XYZ format:
```
111
Properties=species:S:1:pos:R:3:lowdin_charge:R:1
Lu -0.215 -0.449 -0.366 1.460
C -1.159 3.815 1.019 -0.510
C -1.167 3.098 2.357 -0.481
S 0.062 1.753 2.283 0.736
C -0.224 0.903 3.860 -0.505
C -1.568 0.194 3.956 -0.477
S -1.955 -0.794 2.464 0.840
C -3.647 -0.166 2.164 -0.474
C -4.210 -0.653 0.843 -0.478
S -3.212 -0.226 -0.629 0.866
C -3.856 1.424 -1.068 -0.473
C -3.340 2.589 -0.241 -0.479
S -1.525 2.717 -0.379 0.834
H -0.160 4.197 0.804 0.066
H -1.861 4.648 1.010 0.095
H -2.147 2.680 2.589 0.062
H -0.876 3.780 3.156 0.096
H -0.122 1.631 4.664 0.094
H 0.601 0.194 3.927 0.045
H -2.379 0.906 4.097 0.076
H -1.564 -0.488 4.805 0.085
H -3.613 0.922 2.192 0.055
H -4.268 -0.520 2.987 0.099
H -5.206 -0.241 0.686 0.098
H -4.287 -1.739 0.831 0.031
H -4.941 1.362 -1.009 0.091
H -3.569 1.548 -2.114 0.080
H -3.609 2.488 0.810 0.064
H -3.768 3.515 -0.624 0.094
C 3.427 0.834 -2.550 -0.460
C 2.764 2.164 -2.216 -0.486
S 1.895 2.205 -0.615 0.805
C 3.298 2.145 0.552 -0.489
C 3.735 0.746 0.950 -0.475
S 2.369 -0.143 1.765 0.789
C 3.183 -1.723 2.133 -0.492
C 3.405 -2.567 0.893 -0.480
S 1.819 -2.826 0.025 0.841
C 2.416 -3.122 -1.672 -0.488
C 3.221 -1.981 -2.277 -0.452
S 2.188 -0.485 -2.366 0.930
H 4.285 0.632 -1.909 0.073
H 3.761 0.840 -3.587 0.081
H 1.993 2.410 -2.950 0.060
H 3.501 2.966 -2.211 0.094
H 2.973 2.702 1.430 0.069
H 4.121 2.681 0.080 0.093
H 4.551 0.803 1.672 0.100
H 4.055 0.167 0.086 0.050
H 2.517 -2.227 2.834 0.082
H 4.125 -1.511 2.638 0.095
H 3.806 -3.545 1.156 0.095
H 4.103 -2.081 0.217 0.060
H 1.502 -3.274 -2.246 0.065
H 2.998 -4.044 -1.669 0.096
H 3.521 -2.252 -3.289 0.098
H 4.115 -1.750 -1.700 0.065
C -0.243 -6.195 -0.863 -0.095
C -1.401 -6.199 0.130 -0.265
C -1.394 -4.992 1.069 -0.291
S -2.329 -3.465 0.662 0.957
O -1.308 -2.453 0.154 -0.797
C -3.412 -3.949 -0.734 -0.318
C -2.766 -4.046 -2.104 -0.278
C -3.805 -3.830 -3.207 -0.080
H -0.293 -7.068 -1.513 0.087
H 0.709 -6.220 -0.332 0.078
H -0.261 -5.301 -1.488 0.058
H -1.332 -7.091 0.754 0.120
H -2.352 -6.273 -0.400 0.088
H -0.384 -4.610 1.223 0.068
H -1.810 -5.259 2.042 0.091
H -4.173 -3.164 -0.727 0.069
H -3.893 -4.879 -0.426 0.106
H -2.303 -5.025 -2.230 0.097
H -1.992 -3.287 -2.188 0.077
H -4.646 -4.515 -3.095 0.085
H -3.357 -4.002 -4.184 0.076
H -4.184 -2.807 -3.185 0.077
C 2.845 4.607 -6.935 -0.039
C 1.536 4.497 -6.201 -0.223
C 0.732 5.619 -6.047 -0.035
C -0.463 5.554 -5.350 -0.067
C -0.875 4.350 -4.815 -0.023
C -0.100 3.207 -4.981 -0.212
N -0.573 2.007 -4.378 0.108
C -0.729 0.804 -5.006 -0.182
C -0.854 0.756 -6.409 -0.006
C -0.976 -0.441 -7.070 -0.039
C -0.972 -1.655 -6.369 -0.069
C -0.867 -1.634 -5.005 -0.015
C -0.764 -0.424 -4.294 -0.084
C -0.611 -0.481 -2.861 -0.656
O -0.661 0.580 -2.127 -0.336
O -0.347 -1.567 -2.242 -0.237
C 1.130 3.270 -5.654 -0.171
C 2.033 2.072 -5.803 -0.034
H 2.941 5.590 -7.392 0.082
H 2.927 3.852 -7.717 0.088
H 3.690 4.472 -6.256 0.086
H 1.048 6.559 -6.482 0.116
H -1.074 6.439 -5.236 0.110
H -1.813 4.276 -4.277 0.111
H -0.705 2.020 -3.381 0.099
H -0.865 1.692 -6.950 0.128
H -1.077 -0.444 -8.147 0.118
H -1.066 -2.590 -6.902 0.109
H -0.858 -2.555 -4.438 0.113
H 1.993 1.680 -6.822 0.099
H 1.761 1.263 -5.128 0.060
H 3.068 2.358 -5.607 0.078
```